Entry 1:
{
  "formula": "C2H3NOS",
  "method": "the ωB97M-V functional and the def2-TZVPD basis",
  "relative_energy_kcal_mol": 71.7,
  "multiplicity": 1,
  "gap_ev": 8.1,
  "total_energy_ha": -606.07306,
  "lumo_energy_ev": -0.7,
  "symbols": ["C", "C", "H", "H", "H", "N", "O", "S"],
  "coordinates": [[-0.581, 0.219, 1.124], [0.956, 0.028, -0.569], [-1.582, 0.665, 0.587], [1.402, -0.501, 1.524], [2.060, -0.363, -0.959], [0.782, 0.052, 0.663], [-0.675, -0.522, 2.281], [-0.262, 0.157, -1.711]],
  "mulliken_charge": [0.09, 0.00, 0.33, 0.41, 0.23, -0.17, -0.54, -0.35]
}

---

Entry 2:
{
  "formula": "C3H8N2OS",
  "method": "the ωB97M-V functional and the def2-TZVPD basis",
  "relative_energy_kcal_mol": 79.0,
  "multiplicity": 1,
  "gap_ev": 8.7,
  "total_energy_ha": -701.95168,
  "lumo_energy_ev": 0.8,
  "symbols": ["C", "C", "C", "H", "H", "H", "H", "H", "H", "H", "H", "N", "N", "O", "S"],
  "coordinates": [[-3.198, -0.137, -0.770], [0.518, 0.693, -0.310], [2.665, 0.240, 0.691], [-3.551, 0.834, -0.343], [-3.946, -0.922, -0.553], [-2.986, -0.166, -1.823], [1.063, 1.460, -0.885], [3.114, 0.939, -0.082], [2.476, 0.896, 1.551], [3.351, -0.594, 0.832], [0.786, -1.942, 0.683], [-0.742, 0.666, -0.467], [1.397, -0.278, 0.200], [0.777, -1.108, 1.143], [-1.724, -0.582, 0.131]],
  "mulliken_charge": [-0.77, 0.06, -0.77, 0.25, 0.31, 0.26, 0.23, 0.29, 0.34, 0.27, 0.36, -0.38, 0.02, -0.46, 0.02]
}

---

Entry 3:
{
  "formula": "C4H5NO2",
  "method": "the ωB97M-V functional and the def2-TZVPD basis",
  "relative_energy_kcal_mol": 84.0,
  "multiplicity": 1,
  "gap_ev": 10.2,
  "total_energy_ha": -360.53556,
  "lumo_energy_ev": 0.7,
  "symbols": ["O", "C", "C", "C", "N", "C", "O", "H", "H", "H", "H", "H"],
  "coordinates": [[2.209, -1.041, -0.024], [1.416, -0.529, -0.765], [0.554, 0.687, 0.060], [-0.808, 1.354, 0.377], [-0.514, -0.013, 0.749], [-0.943, -1.133, 0.087], [-0.244, -1.755, -0.695], [1.411, -0.718, -1.851], [1.308, 1.084, 0.734], [-1.617, 1.595, -0.308], [-0.848, 1.985, 1.278], [-1.924, -1.517, 0.360]],
  "mulliken_charge": [-0.46, 0.13, -0.24, -0.28, -0.22, 0.14, -0.48, 0.33, 0.23, 0.25, 0.22, 0.39]
}

---

Entry 4:
{
  "formula": "C3H10ClNOP",
  "method": "the ωB97M-V functional and the def2-TZVPD basis",
  "relative_energy_kcal_mol": 49.8,
  "multiplicity": 1,
  "total_charge": 1,
  "gap_ev": 7.9,
  "total_energy_ha": -1051.51021,
  "lumo_energy_ev": -4.5,
  "symbols": ["C", "C", "C", "N", "O", "P", "Cl", "H", "H", "H", "H", "H", "H", "H", "H", "H", "H"],
  "coordinates": [[-2.090, -0.483, -0.289], [-0.871, 0.392, 1.489], [0.364, -0.457, -0.352], [-0.822, 0.237, 0.007], [2.982, 1.099, -1.664], [2.693, 1.057, -0.089], [3.804, -0.589, 0.369], [-2.949, -0.085, 0.232], [-2.306, -0.568, -1.370], [-1.942, -1.558, 0.261], [0.208, 0.342, 1.876], [-1.374, 1.417, 1.686], [-1.439, -0.509, 1.697], [0.562, -0.478, -1.473], [0.411, -1.331, 0.212], [-0.736, 1.086, -0.373], [3.503, 0.428, -2.219]],
  "mulliken_charge": [-0.83, -0.65, -1.09, 0.08, -0.42, 0.62, -0.16, 0.39, 0.30, 0.33, 0.29, 0.31, 0.34, 0.41, 0.46, 0.23, 0.38]
}

---

Entry 5:
{
  "formula": "C4H5NO3S2",
  "method": "the ωB97M-V functional and the def2-TZVPD basis",
  "relative_energy_kcal_mol": 76.9,
  "multiplicity": 1,
  "gap_ev": 7.9,
  "total_energy_ha": -1232.11498,
  "lumo_energy_ev": -0.7,
  "symbols": ["C", "C", "C", "C", "N", "O", "O", "O", "S", "S", "H", "H", "H", "H", "H"],
  "coordinates": [[-0.261, -1.067, -1.318], [-0.550, 0.215, -1.831], [0.083, -1.310, -0.025], [-1.242, 0.992, -0.883], [0.370, -0.393, 0.906], [1.281, 1.141, 2.191], [0.091, -0.581, 3.498], [1.729, 1.380, -0.270], [1.096, -0.540, 2.448], [0.619, 1.333, 0.583], [-0.198, -2.040, -1.884], [-0.395, 0.450, -2.869], [0.149, -2.275, 0.428], [-1.346, 2.135, -1.051], [-1.426, 0.559, 0.077]],
  "mulliken_charge": [-0.24, -0.31, 0.04, -1.06, -0.17, -0.42, -0.47, -0.45, 0.53, 0.69, 0.26, 0.37, 0.41, 0.29, 0.53]
}

---

Entry 6:
{
  "formula": "C4H8O3",
  "method": "the ωB97M-V functional and the def2-TZVPD basis",
  "relative_energy_kcal_mol": 80.8,
  "multiplicity": 1,
  "gap_ev": 9.1,
  "total_energy_ha": -382.83606,
  "lumo_energy_ev": 0.7,
  "symbols": ["C", "O", "C", "O", "C", "C", "O", "H", "H", "H", "H", "H", "H", "H", "H"],
  "coordinates": [[1.850, 0.450, 0.315], [0.468, 0.750, 0.282], [-0.428, -1.334, -0.021], [0.299, -1.787, -0.828], [-1.412, -1.010, 0.809], [-0.050, 1.383, -0.871], [-2.357, -1.989, 1.093], [1.997, -0.156, 1.215], [2.457, 1.360, 0.394], [2.173, -0.143, -0.552], [-1.434, -0.070, 1.343], [0.376, 2.384, -1.013], [-1.127, 1.474, -0.699], [0.101, 0.779, -1.778], [-2.913, -2.091, 0.312]],
  "mulliken_charge": [-0.71, -0.33, 0.84, -0.44, -0.59, -0.70, -0.50, 0.25, 0.28, 0.33, 0.39, 0.31, 0.24, 0.32, 0.31]
}

---

Entry 7:
{
  "formula": "C38H36IrN2OP2Se4",
  "method": "the ωB97M-V functional and the def2-TZVPD basis",
  "relative_energy_kcal_mol": 61.4,
  "multiplicity": 5,
  "total_charge": 1,
  "gap_ev": [4.4, 5.1],
  "total_energy_ha": -12046.85798,
  "lumo_energy_ev": [-3.1, -4.9],
  "symbols": ["Ir", "C", "N", "C", "P", "C", "C", "C", "C", "C", "C", "C", "C", "C", "C", "C", "C", "C", "C", "C", "C", "C", "C", "P", "C", "C", "C", "C", "C", "C", "C", "C", "C", "C", "C", "C", "H", "H", "H", "H", "H", "H", "H", "H", "H", "H", "H", "H", "H", "H", "H", "H", "H", "H", "H", "H", "H", "H", "H", "H", "H", "H", "H", "H", "H", "O", "C", "C", "C", "C", "C", "C", "N", "H", "H", "H", "H", "H", "H", "H", "Se", "Se", "Se", "Se"],
  "coordinates": [[11.439, 11.323, 11.384], [13.721, 8.760, 10.608], [14.816, 9.673, 10.261], [14.945, 10.982, 10.840], [13.445, 12.122, 10.646], [13.504, 13.024, 9.043], [14.192, 12.594, 7.917], [13.966, 13.255, 6.717], [13.065, 14.296, 6.635], [12.394, 14.768, 7.759], [12.552, 14.068, 8.966], [14.078, 13.377, 11.809], [14.060, 13.089, 13.204], [14.928, 13.844, 14.054], [15.496, 14.975, 13.555], [15.354, 15.347, 12.221], [14.780, 14.463, 11.326], [16.004, 9.152, 9.643], [17.262, 9.627, 10.038], [18.414, 9.129, 9.495], [18.345, 8.009, 8.661], [17.128, 7.433, 8.341], [15.954, 8.022, 8.801], [11.903, 9.310, 10.342], [11.194, 7.984, 11.341], [11.054, 6.710, 10.787], [10.501, 5.678, 11.545], [10.102, 5.851, 12.896], [10.257, 7.127, 13.445], [10.707, 8.177, 12.668], [11.513, 9.082, 8.573], [12.458, 9.437, 7.625], [12.162, 9.306, 6.270], [10.876, 8.995, 5.866], [9.913, 8.615, 6.793], [10.196, 8.681, 8.175], [13.856, 8.412, 11.641], [13.773, 7.784, 10.020], [15.763, 11.522, 10.301], [15.194, 11.003, 11.891], [14.881, 11.707, 7.986], [14.419, 12.862, 5.831], [12.885, 14.789, 5.662], [11.684, 15.554, 7.627], [12.058, 14.442, 9.864], [13.414, 12.251, 13.509], [15.106, 13.520, 15.067], [15.918, 15.653, 14.264], [15.712, 16.314, 11.875], [14.844, 14.731, 10.233], [17.335, 10.528, 10.595], [19.376, 9.623, 9.695], [19.280, 7.511, 8.357], [17.075, 6.569, 7.675], [14.998, 7.603, 8.482], [11.472, 6.489, 9.778], [10.395, 4.748, 11.064], [9.529, 5.150, 13.478], [10.074, 7.259, 14.493], [10.791, 9.229, 13.123], [13.495, 9.745, 7.920], [12.935, 9.476, 5.511], [10.551, 9.116, 4.839], [8.950, 8.225, 6.453], [9.477, 8.319, 8.861], [10.993, 13.033, 12.680], [9.636, 12.966, 13.222], [8.843, 12.186, 12.224], [7.464, 12.155, 12.291], [6.752, 11.699, 11.187], [7.387, 11.245, 10.023], [8.778, 11.270, 10.079], [9.491, 11.654, 11.186], [11.218, 13.968, 12.385], [9.166, 13.961, 13.313], [9.639, 12.459, 14.198], [7.016, 12.403, 13.235], [5.652, 11.670, 11.276], [6.828, 10.769, 9.219], [9.386, 11.012, 9.165], [11.899, 16.270, 12.055], [10.248, 17.680, 11.727], [8.866, 17.013, 9.832], [8.885, 14.774, 9.961]],
  "mulliken_charge": [1.62, -1.27, 1.01, -2.04, 0.26, 0.27, -0.52, -0.63, -0.56, -1.01, 0.39, 1.01, -0.27, -0.90, -0.49, -0.71, -0.43, 1.11, -0.36, -0.79, -0.42, -0.88, -0.39, 1.17, 0.73, -0.35, -0.72, -0.68, -0.61, -0.33, 0.62, -0.38, -0.89, -0.72, -0.79, -0.64, 0.36, 0.30, 0.87, 0.36, 0.11, 0.47, 0.35, 0.42, 0.21, 0.33, 0.45, 0.42, 0.45, 0.20, 0.47, 0.37, 0.34, 0.38, 0.24, 0.28, 0.47, 0.40, 0.44, -0.06, 0.27, 0.44, 0.39, 0.42, 0.68, -0.12, -0.70, 0.61, -0.72, -0.59, -0.90, -0.42, 0.32, -0.35, 0.45, 0.25, 0.54, 0.39, 0.50, 0.43, 0.10, -0.03, -0.12, 0.14]
}

---

Entry 8:
{
  "formula": "C3H6BrN2O",
  "method": "the ωB97M-V functional and the def2-TZVPD basis",
  "relative_energy_kcal_mol": 0.0,
  "multiplicity": 1,
  "total_charge": 1,
  "gap_ev": 9.6,
  "total_energy_ha": -2876.35037,
  "lumo_energy_ev": -4.5,
  "symbols": ["C", "C", "C", "N", "N", "O", "Br", "H", "H", "H", "H", "H", "H"],
  "coordinates": [[0.750, -1.184, -0.074], [-0.767, -1.053, 0.233], [0.266, 1.132, -0.371], [1.234, 0.097, -0.227], [-1.011, 0.424, 0.173], [1.385, -2.169, -0.008], [3.055, 0.552, 0.141], [-1.459, -1.595, -0.595], [-0.858, -1.403, 1.204], [0.518, 2.108, 0.238], [-0.072, 1.452, -1.389], [-1.924, 0.775, -0.346], [-1.118, 0.864, 1.022]],
  "mulliken_charge": [0.43, -0.33, -0.42, -0.16, -0.21, -0.45, 0.14, 0.31, 0.31, 0.36, 0.27, 0.41, 0.33]
}